# 1
Below is C28H23FN3O2OsP2Se2 as an isolated structure, with properties calculated with the ωB97M-V functional and the def2-TZVPD basis.

```
! wB97M-V def2-TZVPD RIJCOSX def2/J DEFGRID3
* xyz 1 1
Os 3.7543 -1.7774 -1.2678
Se -0.5504 0.1525 3.2165
Se 3.8594 0.5950 -1.1565
P 1.9305 0.9388 -0.0820
P -1.3056 -0.9293 1.5934
F 4.5334 -2.0031 0.4499
O 2.5298 -1.5820 -4.1896
O 4.5353 -1.9986 -3.1847
N 1.2544 -2.8591 -0.6030
N 1.9134 -1.7040 -0.6522
N 0.1585 -2.6705 0.0394
C 3.2962 -1.7454 -3.1898
C 2.2890 1.7346 1.4709
C 0.3436 4.1369 -2.0160
C -0.5515 2.1424 -3.0296
C 3.0877 -1.7286 -5.5400
C -2.1901 -2.8760 3.3140
C 1.7107 3.2777 3.2160
C 1.4140 2.6822 2.0035
C -4.3944 1.5210 -0.7734
C 0.1440 1.3642 -2.1226
C 1.0448 3.3648 -1.1016
C -0.4533 3.5277 -2.9742
C -2.0405 -2.5332 1.9758
C 3.7137 1.9467 3.3915
C 2.8543 2.9065 3.9092
C -3.2558 -4.9297 2.6701
C -2.5293 -0.0228 0.6057
C -3.1032 -4.5932 1.3290
C -2.7994 -4.0751 3.6593
C 0.0685 -1.3708 0.4542
C -3.1091 2.0059 -0.5668
C 3.4421 1.3663 2.1654
C 1.2057 -0.7157 -0.0016
C -2.4969 -3.4009 0.9801
C -3.8234 -0.4972 0.4070
C 0.9333 1.9768 -1.1480
C -2.1891 1.2397 0.1262
C -4.7503 0.2765 -0.2792
H 4.1706 -1.7811 -5.4924
H 0.4230 5.2150 -1.9782
H -1.8268 -2.2020 4.0793
H -2.9147 -4.3370 4.7025
H -4.1237 -1.4556 0.8040
H -1.2084 1.6452 0.3342
H -2.8316 2.9887 -0.9260
H -3.7299 -5.8647 2.9392
H -3.4548 -5.2648 0.5570
H 4.1131 0.6188 1.7610
H 4.5996 1.6544 3.9381
H -5.7572 -0.0945 -0.4173
H -2.3774 -3.1493 -0.0653
H 0.0508 0.2851 -2.1581
H 1.6752 3.8456 -0.3652
H 2.7552 -0.8565 -6.0911
H -5.1219 2.1213 -1.3040
H 0.4995 2.9466 1.4928
H 2.6637 -2.6378 -5.9530
H -1.1818 1.6704 -3.7712
H 3.0751 3.3649 4.8642
H 1.0314 4.0087 3.6326
H -1.0033 4.1346 -3.6815
*
```

The value obtained for the frontier orbital gap (alpha / beta) is 0.202 / 0.203 Ha. For the LUMO energy (alpha / beta), the calculation gives -5.0 / -4.9 eV. For the strongest force on any atom, the calculation gives 0.708 eV Å⁻¹. The calculation puts the energy above the lowest of the compared OMol25 structures with the same formula, charge and spin at 6.0 kJ/mol. The value obtained for the total energy is -192422.0896 eV. The calculation puts the highest occupied orbital energy (alpha / beta) at -10.5 / -10.5 eV.



# 2
Below is C28H24BMnN6O3S3Se as an isolated structure at a distorted geometry, with properties calculated with the ωB97M-V functional and the def2-TZVPD basis.

```
! wB97M-V def2-TZVPD RIJCOSX def2/J DEFGRID3
* xyz -1 6
Se 0.8590 2.9400 -4.7272
Mn 0.7960 0.4507 -0.6138
S -2.5062 -2.2476 -3.8930
S 0.5269 -3.7659 -3.3622
S 1.0102 -2.6947 0.3178
O -0.8257 -0.3595 -1.3451
O -0.3947 -0.5758 2.1151
O 0.3694 1.6055 2.2508
N 0.1242 2.4863 -0.9465
N 5.3863 -0.3386 -3.8883
N 0.6217 2.0549 -3.1428
N 0.5078 4.5882 -3.8917
N 2.6396 0.1547 -0.6601
N 6.9608 1.4555 -0.1055
C -0.1475 1.3087 3.6272
C 0.1347 -2.0703 -2.9322
C -2.1541 -0.4703 3.7594
C -0.4648 4.7922 -0.3720
C -0.8770 -1.6428 -1.7703
C -4.2269 -1.8393 -3.7364
C -1.5280 -3.2933 0.0845
C -0.5773 -2.5629 -0.5458
C -0.9987 -3.9912 1.2170
C 0.2071 -1.1873 4.3128
C -0.2748 5.2610 -1.6781
C 3.7553 0.3013 -0.9803
C 0.2206 4.3658 -2.6194
C -3.4398 -1.5972 -1.6018
C 1.0518 1.5109 4.5530
C -0.6622 -0.2185 3.5302
C 1.9758 -1.8506 -4.3366
C -0.1683 3.4299 -0.0758
C 1.8582 -3.2414 -4.2755
C 0.9392 -1.1805 -3.6353
C -2.2612 -1.8878 -2.2587
C 6.0914 0.9533 -0.7060
C 5.0381 0.4252 -1.4486
C -4.5594 -1.5352 -2.4506
C 0.3660 -3.8724 1.3694
C 5.2498 0.0428 -2.7959
C 0.3622 2.9231 -2.2129
C -1.2764 2.2711 3.9918
B 0.0808 0.5255 1.4273
H -4.8576 -2.0165 -4.5733
H 1.3256 2.6320 4.4821
H -1.6497 1.9385 4.9210
H -2.4550 -0.1253 4.7610
H 0.7347 -0.0885 -3.6754
H 0.8373 1.1421 5.6110
H 2.7305 -1.3649 -4.8979
H -2.1522 2.2131 3.3023
H -0.9574 3.3210 4.0672
H -0.0981 -2.2284 4.1397
H -5.5794 -1.1770 -2.1714
H -0.5755 6.2373 -1.9535
H -1.5865 -4.6044 1.8719
H 0.9595 -4.3301 2.1258
H -0.8414 5.4170 0.4556
H -2.3442 -1.5486 3.7075
H -3.4172 -1.3738 -0.5538
H -2.7917 0.0010 3.0285
H -2.5892 -3.5211 -0.1711
H 1.2981 -1.1398 4.1065
H 1.9823 0.9829 4.2522
H 0.0383 -0.9938 5.3902
H -0.2883 3.1182 0.9800
H 2.4871 -3.9147 -4.7546
*
```

The value obtained for the frontier orbital gap (alpha / beta) is 0.164 / 0.289 Ha. For the LUMO energy (alpha / beta), the calculation gives 1.2 / 2.1 eV. For the strongest force on any atom, the calculation gives 3.807 eV Å⁻¹. The calculation puts the energy above the lowest of the compared OMol25 structures with the same formula, charge and spin at 0.0 kJ/mol. The value obtained for the total energy is -174357.3969 eV. The calculation puts the highest occupied orbital energy (alpha / beta) at -3.3 / -5.8 eV.



# 3
Below is C28H24Cl4N4O4SSiV as an isolated structure at a distorted geometry, with properties calculated with the ωB97M-V functional and the def2-TZVPD basis.

```
! wB97M-V def2-TZVPD RIJCOSX def2/J DEFGRID3
* xyz -2 2
V -0.7471 -0.4233 0.2612
Cl -4.5993 1.2529 3.1989
Cl -3.6936 1.8171 6.1893
Cl -0.6885 1.3245 7.0277
Cl 1.3885 0.2713 4.8695
S 1.1622 0.1299 -1.1403
Si 4.3422 -1.2704 -1.4993
O -1.5068 -1.7472 0.7845
O -2.0956 0.2234 1.5193
O -0.5786 1.6046 -0.2170
O -0.0977 -0.1042 2.0766
N 0.7044 -1.7400 0.6738
N -2.7847 1.3049 -0.4825
N -0.9639 -1.4068 -1.7036
N -2.1926 0.1442 -0.9675
C -1.7527 1.9917 -0.1228
C -1.2006 1.0172 5.3819
C 5.8665 -2.3995 -1.2817
C -2.5385 1.2365 5.0086
C -0.7019 0.3081 3.1113
C -0.0294 -2.3307 -1.9792
C -1.8948 3.3857 0.4160
C 3.1877 -2.9631 0.5037
C -2.9426 0.9882 3.6876
C 4.9210 0.4706 -1.0876
C -2.8737 -0.3937 -1.9208
C -4.1858 0.0357 -2.4883
C -2.0062 0.5219 2.7474
C -2.2832 6.0155 1.3542
C 1.0112 -2.8053 1.4306
C -0.2050 -3.3366 -2.9214
C 3.8398 -1.4161 -3.3053
C -2.1014 -1.4949 -2.4109
C 2.2273 -3.4486 1.3850
C -3.3291 5.3331 0.7348
C -2.3956 -2.4411 -3.3715
C -1.4103 -3.3911 -3.6259
C -0.2796 0.5516 4.4306
C -1.0462 5.3929 1.5129
C -0.8541 4.0882 1.0471
C -3.1358 4.0273 0.2728
C 2.9276 -1.8437 -0.3218
C 1.6513 -1.2612 -0.1952
H 5.1532 0.5563 -0.0218
H -4.9451 0.0142 -1.7011
H 3.4497 -2.4164 -3.5160
H 0.2208 -3.1336 2.0951
H 4.1439 -3.4760 0.4739
H -0.2242 5.9135 1.9933
H 0.8862 -2.2313 -1.4046
H 4.1633 1.2178 -1.3364
H 5.6131 -3.4350 -1.5262
H -4.5150 -0.6120 -3.3025
H 6.2339 -2.3515 -0.2527
H -3.3381 -2.4502 -3.8984
H 0.1128 3.6064 1.1700
H -1.5741 -4.1663 -4.3677
H 6.6668 -2.0710 -1.9514
H -4.2950 5.8098 0.6038
H 2.4261 -4.3043 2.0161
H -2.4306 7.0297 1.7108
H 3.0735 -0.6841 -3.5719
H 4.7048 -1.2450 -3.9534
H 5.8262 0.7119 -1.6533
H 0.5833 -4.0580 -3.1009
H -4.1000 1.0559 -2.8736
H -3.9510 3.5009 -0.2160
*
```

The value obtained for the frontier orbital gap (alpha / beta) is 0.143 / 0.199 Ha. For the LUMO energy (alpha / beta), the calculation gives 4.3 / 4.3 eV. For the strongest force on any atom, the calculation gives 5.484 eV Å⁻¹. The calculation puts the energy above the lowest of the compared OMol25 structures with the same formula, charge and spin at 747.7 kJ/mol. The value obtained for the total energy is -138064.9510 eV. The calculation puts the highest occupied orbital energy (alpha / beta) at 0.4 / -1.2 eV.